a) The following is a quantum chemistry calculation of a 2-piece molecular cluster, C4H10NO2S overall, from OMol25.

Geometry as ORCA input:
```
! RIJCOSX wB97M-V def2-TZVPD def2/J DEFGRID3
* xyz -1 1
O 1.23009 0.96879 0.07430
C 1.61702 0.05705 0.84412
O 1.06086 -1.04608 1.07829
C 2.94472 0.34152 1.57670
H 3.39691 -0.57830 1.94088
H 3.56194 0.81496 0.80365
H 2.73494 1.07550 2.35701
C -1.93210 -0.00622 -0.37099
C -1.26837 -0.69970 -1.53591
S -0.80756 -2.43473 -1.12620
N -2.10355 1.39525 -0.73655
H -2.91996 -0.47080 -0.24424
H -1.34471 -0.15992 0.53832
H -1.93999 -0.74305 -2.39224
H -0.33513 -0.20040 -1.80728
H 0.04666 -2.04307 -0.15951
H -2.75448 1.89939 -0.15516
H -1.18728 1.82982 -0.68520
*
```

Computed properties:
- Molecular weight: 136.20 g mol⁻¹
- Gap between HOMO and LUMO: 0.3039 Ha

Here are the natural (NBO) charges for atoms 1 to 4, given in e: atom 1 (O): -0.8009, atom 2 (C): 0.7775, atom 3 (O): -0.7962, atom 4 (C): -0.7366

---

b) The following is a quantum chemistry calculation of a 2-piece molecular cluster, C4H10NO2S overall, from OMol25.

Geometry as ORCA input:
```
! RIJCOSX wB97M-V def2-TZVPD def2/J DEFGRID3
* xyz -1 1
C -0.90172 1.12794 0.21181
N -1.05046 -0.16976 0.82773
C -1.60775 -0.30659 2.04342
O -1.77104 -1.34284 2.66203
C 0.49112 1.76929 0.19769
C 1.61033 0.81804 -0.23527
S 1.50923 0.47270 -2.06525
H -1.26362 1.09863 -0.81138
H -1.57917 1.82754 0.71598
H -0.69528 -0.98071 0.31871
H -2.01377 0.66692 2.38497
H 0.47758 2.62934 -0.46897
H 0.66780 2.10772 1.23243
H 2.57094 1.31623 -0.13985
H 1.50739 -0.10711 0.33451
H 0.52347 -1.77433 -1.48979
H 0.59452 -3.16803 -0.75259
O -0.00494 -2.47086 -1.04200
*
```

Computed properties:
- Molecular weight: 136.20 g mol⁻¹
- Gap between HOMO and LUMO: 0.2478 Ha

Here are the natural (NBO) charges for atoms 1 to 4, given in e: atom 1 (C): -0.2179, atom 2 (N): -0.6204, atom 3 (C): 0.5320, atom 4 (O): -0.6520

---

In order of decreasing stability: a), b).

---

a) The following is a quantum chemistry calculation of a 2-piece molecular cluster, C6H15NO overall, from OMol25.

Geometry as ORCA input:
```
! RIJCOSX wB97M-V def2-TZVPD def2/J DEFGRID3
* xyz 1 2
C -0.66104 0.37305 2.59706
C -1.21458 -0.83564 1.88165
C 0.09582 1.34791 1.75558
O -0.09573 2.51862 1.97896
N 1.00582 0.98547 0.76121
H -1.51374 0.97130 3.14360
H 0.16006 0.35489 3.44750
H -1.69745 -1.48477 2.52915
H 1.42635 1.76278 0.31325
H 1.38647 0.05060 0.75086
H -0.28001 -1.26863 1.41980
H -2.04124 -0.63095 1.27415
C 0.00922 -1.46345 -2.19589
C 1.04461 -2.08927 -3.15336
C -0.30811 -0.17446 -2.83469
H -0.81157 -2.24054 -2.12437
H 0.35241 -1.45044 -1.08764
H 1.39208 -3.05850 -2.74054
H -1.14445 -0.12805 -3.56840
H -0.32756 0.60641 -1.94667
H 0.50055 0.31026 -3.33286
H 0.57964 -2.29620 -4.13940
H 1.94808 -1.49427 -3.40060
*
```

Computed properties:
- Molecular weight: 117.19 g mol⁻¹
- Gap between HOMO and LUMO (spin up / spin down): 0.3443 / 0.1588 Ha

Here are the natural (NBO) charges for atoms 1 to 4, given in e: atom 1 (C): -0.4555, atom 2 (C): -0.6069, atom 3 (C): 0.6479, atom 4 (O): -0.0801

---

b) The following is a quantum chemistry calculation of an isolated ion of composition C6H15NO and charge +1, from OMol25.

Geometry as ORCA input:
```
! RIJCOSX wB97M-V def2-TZVPD def2/J DEFGRID3
* xyz 1 2
C 0.86342 2.46554 0.61480
C 1.51082 1.78877 1.89906
C 0.64225 1.44787 -0.56655
N -0.22722 0.29924 0.00920
C 0.46229 -2.12288 -0.79586
C -0.54516 -0.91774 -0.80866
C -1.91530 -1.53585 -0.21608
O -2.36765 -2.29508 -1.29156
H -0.07806 3.10099 0.77839
H 1.51553 3.23270 0.05939
H 1.95153 0.77723 1.62051
H 0.67693 1.41345 2.54481
H 2.20434 2.50099 2.43887
H 0.10848 1.92560 -1.39874
H 1.68576 1.05616 -0.96462
H 0.00594 0.14640 0.91974
H 0.16245 -2.89922 -1.51164
H 1.45450 -1.82159 -0.94767
H 0.39722 -2.51971 0.23599
H -0.81918 -0.83331 -1.91248
H -2.79394 -0.89265 0.13334
H -1.56223 -2.23115 0.52713
H -3.33273 -2.08574 -1.36736
*
```

Computed properties:
- Molecular weight: 117.19 g mol⁻¹
- Gap between HOMO and LUMO (spin up / spin down): 0.4387 / 0.2480 Ha

Here are the natural (NBO) charges for atoms 1 to 4, given in e: atom 1 (C): -0.4414, atom 2 (C): -0.6396, atom 3 (C): -0.2654, atom 4 (N): -0.1283

---

In order of decreasing stability: b), a).

---

a) The following is a quantum chemistry calculation of one molecule with the formula C4H2O3, from OMol25.

Geometry as ORCA input:
```
! RIJCOSX wB97M-V def2-TZVPD def2/J DEFGRID3
* xyz 0 1
C 0.47070 1.27349 0.32707
C -0.25900 0.08287 -0.13467
C 1.77536 -0.88386 0.06661
C -1.57427 -0.11192 -0.03820
O 0.26072 2.40433 0.02385
O 2.74017 -1.51381 0.28190
O 0.64305 -0.96315 -0.52625
H -1.94912 -1.01791 -0.19349
H -2.10759 0.72997 0.19317
*
```

Computed properties:
- Molecular weight: 98.06 g mol⁻¹
- Gap between HOMO and LUMO (spin up / spin down): 0.2848 / 0.3041 Ha

Here are the natural (NBO) charges for atoms 1 to 4, given in e: atom 1 (C): 0.4461, atom 2 (C): 0.1401, atom 3 (C): 0.7530, atom 4 (C): -0.3679

---

b) The following is a quantum chemistry calculation of C4H2O3 as an isolated structure, from OMol25.

Geometry as ORCA input:
```
! RIJCOSX wB97M-V def2-TZVPD def2/J DEFGRID3
* xyz 0 1
C 0.54790 -0.61675 0.63617
C 0.90882 -0.29598 -0.62957
C -0.69730 0.12901 0.84949
C -0.85024 0.65893 -0.63402
O -1.33883 0.46214 1.78347
O 1.78038 -1.31708 0.76865
O 2.06265 -0.99678 -0.59442
H -1.00976 1.84096 -0.80324
H -1.40361 0.13555 -1.37652
*
```

Computed properties:
- Molecular weight: 98.06 g mol⁻¹
- Gap between HOMO and LUMO: 0.3199 Ha

Here are the natural (NBO) charges for atoms 1 to 4, given in e: atom 1 (C): -0.0677, atom 2 (C): 0.2626, atom 3 (C): 0.4970, atom 4 (C): -0.2810

---

In order of decreasing stability: a), b).

---

a) The following is a quantum chemistry calculation of C5H12ClI2N5OOsP as an isolated structure, from OMol25.

Geometry as ORCA input:
```
! RIJCOSX wB97M-V def2-TZVPD def2/J DEFGRID3
* xyz 3 5
I -2.99887 1.83142 -3.29984
I -1.43155 -0.13756 -4.20111
Os -0.12368 0.05849 -0.10745
P -1.84912 -0.96022 0.76478
C -1.99323 -2.76851 0.69666
C -2.13777 -0.65634 2.54390
H -3.46529 0.68487 0.03138
H -4.19353 -0.91762 0.47891
H -3.34588 -0.67951 -1.10813
C -3.38246 -0.40347 -0.05011
H -2.14623 0.41828 2.74869
H -3.10332 -1.11526 2.78856
H -2.95352 -3.04497 1.14443
H -1.16340 -3.21067 1.25291
H -1.33088 -1.12680 3.11459
H -1.94326 -3.08441 -0.34711
C 0.67284 -1.54729 -0.55048
O 1.19842 -2.58466 -0.79311
Cl -1.27457 1.93159 0.71230
N 4.94885 1.70582 -0.63346
N 3.62612 1.56133 -0.88087
N 3.05142 2.28049 -1.86882
C 1.77923 1.81845 -1.76911
N 1.63671 0.90623 -0.80371
N 2.85726 0.72276 -0.19697
H 5.34519 1.15454 0.09515
H 5.43530 2.31987 -1.26564
H 1.00068 2.16651 -2.40706
*
```

Computed properties:
- Molecular weight: 668.65 g mol⁻¹
- Gap between HOMO and LUMO (spin up / spin down): 0.2385 / 0.1563 Ha

Here are the natural (NBO) charges for atoms 1 to 4, given in e: atom 1 (I): 0.5869, atom 2 (I): 0.4326, atom 3 (Os): 0.9144, atom 4 (P): 1.0541

---

b) The following is a quantum chemistry calculation of C5H12ClI2N5OOsP as an isolated structure, from OMol25.

Geometry as ORCA input:
```
! RIJCOSX wB97M-V def2-TZVPD def2/J DEFGRID3
* xyz 3 5
I 2.01684 -3.07382 -1.17686
I -0.82501 -2.97245 -0.30929
Os 0.13105 -0.27918 0.17581
P 0.11310 0.54453 -1.83663
C -1.46184 0.84917 -2.74441
C 0.86079 2.17470 -2.19719
H 1.91974 -0.83783 -2.59554
H 0.86889 -0.35853 -3.95036
H 0.35903 -1.64127 -2.77926
C 0.88430 -0.68924 -2.91226
H 1.87233 2.22880 -1.78602
H 0.91831 2.33796 -3.28205
H -1.23788 1.12249 -3.78660
H -1.99934 1.67543 -2.25832
H 0.23734 2.96430 -1.75922
H -2.06581 -0.06735 -2.72636
C -1.68430 0.00436 0.25082
O -2.84925 0.19854 0.30262
Cl 2.48783 0.10700 -0.25168
N -0.40354 0.50347 5.37799
N -0.21740 -0.15981 4.17074
N 0.43366 -1.34321 4.16184
C 0.54800 -1.62226 2.84796
N 0.02662 -0.63740 2.13176
N -0.50969 0.33242 2.93738
H -1.03164 1.31072 5.45813
H -0.33330 -0.13403 6.17625
H 0.94120 -2.53750 2.36080
*
```

Computed properties:
- Molecular weight: 668.65 g mol⁻¹
- Gap between HOMO and LUMO (spin up / spin down): 0.2042 / 0.1754 Ha

Here are the natural (NBO) charges for atoms 1 to 4, given in e: atom 1 (I): 0.5520, atom 2 (I): 0.3655, atom 3 (Os): 0.5825, atom 4 (P): 1.1264

---

In order of decreasing stability: a), b).

---

a) The following is a quantum chemistry calculation of C4H7KO2 as an isolated structure, from OMol25.

Geometry as ORCA input:
```
! RIJCOSX wB97M-V def2-TZVPD def2/J DEFGRID3
* xyz 0 1
C -0.71812 -0.11288 0.73705
C 0.52618 0.01557 0.24457
C 0.85659 -0.52303 -1.07048
O 1.52016 0.12841 -1.89459
K 3.73189 -0.91520 -4.21636
H -1.42119 -0.79237 0.24163
H 1.27550 0.63644 0.74342
H 0.13008 -1.27435 -1.44432
H 2.43068 -2.24718 -2.78737
O -2.58304 1.11875 1.65329
C -1.26896 0.66603 1.89094
H -0.59364 1.49532 2.15504
H -2.56583 1.80909 0.98378
H -1.32030 -0.00458 2.76340
*
```

Computed properties:
- Molecular weight: 126.20 g mol⁻¹
- Gap between HOMO and LUMO: 0.1988 Ha

Here are the natural (NBO) charges for atoms 1 to 4, given in e: atom 1 (C): -0.1446, atom 2 (C): -0.2998, atom 3 (C): 0.4140, atom 4 (O): -0.5552

---

b) The following is a quantum chemistry calculation of C4H7KO2 as an isolated structure, from OMol25.

Geometry as ORCA input:
```
! RIJCOSX wB97M-V def2-TZVPD def2/J DEFGRID3
* xyz 0 1
O -0.98556 0.56748 -2.54924
C -0.69905 1.24265 -1.53284
O -0.58523 0.53612 -0.39072
K -1.60584 2.99504 -3.98474
C 0.88907 0.81049 1.38122
C 1.04100 -0.56315 1.64774
H 0.23306 1.35979 2.06619
H 1.68659 1.31195 0.82330
H 0.46229 -0.96242 2.48719
H 1.94773 -1.02560 1.24181
C -0.51969 -1.24013 -0.20968
H -1.58349 -1.42903 -0.41731
H -0.47541 -2.11873 0.44496
H 0.19453 -1.48446 -1.00786
*
```

Computed properties:
- Molecular weight: 126.20 g mol⁻¹
- Gap between HOMO and LUMO (spin up / spin down): 0.1805 / 0.1806 Ha

Here are the natural (NBO) charges for atoms 1 to 4, given in e: atom 1 (O): -0.8447, atom 2 (C): 0.3203, atom 3 (O): -0.6118, atom 4 (K): 0.9544

---

In order of decreasing stability: a), b).

---

a) The following is a quantum chemistry calculation of one molecule with the formula C8H11N3O, from OMol25.

Geometry as ORCA input:
```
! RIJCOSX wB97M-V def2-TZVPD def2/J DEFGRID3
* xyz 0 1
H 0.44532 2.74702 0.40127
N -0.45428 2.45099 0.27272
C -0.53809 1.18474 0.00150
C -1.79899 0.49541 -0.09378
N -2.99386 1.01717 -0.05247
O -3.79613 -0.06146 -0.13559
N -3.10645 -1.20604 -0.18900
C -1.88010 -0.94255 -0.13648
C -0.76963 -1.81230 -0.08982
C 0.50274 -1.13397 -0.60796
C 0.78900 0.27763 -0.03860
C 1.23171 0.05436 1.41530
C 1.86998 1.02911 -0.91625
H -0.61147 -2.08006 1.01770
H -0.97718 -2.83539 -0.63432
H 1.32505 -1.75599 -0.37120
H 0.49960 -0.95542 -1.70382
H 2.33244 -0.12998 1.31074
H 0.64978 -0.66805 2.01950
H 1.03566 0.95782 1.97092
H 1.41958 0.99302 -2.00441
H 2.70709 0.40888 -1.16185
H 2.11823 1.96507 -0.27409
*
```

Computed properties:
- SMILES: [H]/N=C1/c2nonc2CCC1(C)C
- Molecular weight: 165.20 g mol⁻¹
- Gap between HOMO and LUMO: 0.3705 Ha

Here are the natural (NBO) charges for atoms 1 to 4, given in e: atom 1 (H): 0.3248, atom 2 (N): -0.5651, atom 3 (C): 0.2729, atom 4 (C): 0.0105

---

b) The following is a quantum chemistry calculation of one molecule with the formula C8H11N3O, from OMol25.

Geometry as ORCA input:
```
! RIJCOSX wB97M-V def2-TZVPD def2/J DEFGRID3
* xyz 0 1
C 3.08794 0.58468 0.78295
N 2.27603 0.13399 -0.35865
C 2.94144 -1.06990 -0.76961
N 0.95951 -0.18088 0.03781
C -0.02918 0.80288 -0.13632
O 0.18878 1.93826 -0.38726
C -1.44456 0.32281 -0.03733
C -2.41806 1.26984 -0.21449
C -3.79736 0.91384 -0.11616
C -4.10509 -0.50679 -0.01616
N -3.12404 -1.38481 0.13106
C -1.87718 -0.99513 0.14047
H 4.18362 0.61331 0.56112
H 2.74563 1.57992 1.11796
H 3.01716 -0.12077 1.63198
H 3.77732 -0.97486 -1.45266
H 3.38221 -1.53131 0.17444
H 2.22886 -1.73685 -1.25835
H 0.81631 -0.88781 0.77144
H -2.05208 2.27702 -0.38773
H -4.56669 1.59663 -0.30948
H -5.07984 -0.90363 -0.00815
H -1.11073 -1.74043 0.10314
*
```

Computed properties:
- SMILES: CN(C)NC(=O)c1cccnc1
- Molecular weight: 165.20 g mol⁻¹
- Gap between HOMO and LUMO: 0.3642 Ha

Here are the natural (NBO) charges for atoms 1 to 4, given in e: atom 1 (C): -0.4358, atom 2 (N): -0.2520, atom 3 (C): -0.4237, atom 4 (N): -0.5052

---

In order of decreasing stability: b), a).